Formula: C4H6N4
Source: the Open Molecules 2025 dataset
Level of theory: ωB97M-V with the def2-TZVPD basis set

Summary:
total energy	-374.913239	a.u.
ΔE to the lowest compared entry with this formula, charge and spin	93.0	kcal per mole

Geometry as ORCA input:
```
! RIJCOSX wB97M-V def2-TZVPD def2/J DEFGRID3
* xyz 0 1
C 0.2149 2.6072 1.0357
C 0.3112 0.2895 0.7712
C -0.5955 -0.9823 -1.0306
C 0.7630 -1.2292 0.7232
H 0.6259 3.3207 1.8489
H -0.8588 2.4476 1.2981
H 0.3319 2.8765 -0.0634
H -0.3440 1.0713 -1.2605
H -0.7054 -2.0646 -2.7107
H 1.3688 -1.7007 1.5666
N 0.8183 1.2916 1.4092
N -0.7155 0.2657 -0.2553
N -0.7493 -1.1212 -2.3687
N -0.0078 -1.8736 -0.1675
*
```

Formula: C5H11NO
Source: the Open Molecules 2025 dataset
Level of theory: ωB97M-V with the def2-TZVPD basis set

Summary:
total energy	-327.000223	a.u.
ΔE to the lowest compared entry with this formula, charge and spin	46.9	kcal per mole

Geometry as ORCA input:
```
! RIJCOSX wB97M-V def2-TZVPD def2/J DEFGRID3
* xyz -1 2
C 1.0113 -1.2618 -1.1236
C 0.8527 0.2373 -1.3440
C 0.0622 0.8772 -0.1952
C 0.7260 1.7035 0.6513
C -2.1899 1.5356 -0.0852
N -1.2330 0.5604 -0.2232
H 1.7852 -1.7394 -1.7461
H 0.1210 -1.8295 -1.2980
H 1.3559 -1.5157 -0.1171
H 1.8571 0.6706 -1.3482
H 0.2212 0.3706 -2.2189
H 1.7535 2.0094 0.4635
H 0.2934 1.9856 1.6057
H -3.0856 1.2968 0.4849
H -2.3767 2.2179 -0.9234
H -0.4325 -3.0231 2.0605
H -0.1353 -2.0083 3.1036
O -0.5865 -2.0870 2.2533
*
```

Formula: C37H53BCoN6O3STe
Source: the Open Molecules 2025 dataset
Level of theory: ωB97M-V with the def2-TZVPD basis set

Summary:
total energy	-4069.880336	a.u.
ΔE to the lowest compared entry with this formula, charge and spin	27.6	kcal per mole

Geometry as ORCA input:
```
! RIJCOSX wB97M-V def2-TZVPD def2/J DEFGRID3
* xyz 0 2
Co 0.0698 0.4372 0.4379
C 0.9466 -4.7037 -0.8545
C 0.7210 -3.6283 0.1496
C 0.6998 -3.7162 1.5284
C 0.4074 -2.4235 1.9834
N 0.2907 -1.6129 0.9330
N 0.4691 -2.3478 -0.1794
B 0.3920 -1.7270 -1.5791
N 1.5032 -0.6767 -1.6827
N 1.9950 -0.0968 -0.5691
C 3.0691 0.6008 -0.9238
C 3.2474 0.5029 -2.3102
C 2.2394 -0.3248 -2.7578
C 1.9610 -0.7810 -4.1439
C 4.0205 1.2833 0.0145
C 3.9059 2.8002 -0.1738
C 3.7190 0.9023 1.4615
C 5.4484 0.8327 -0.3265
N -1.0005 -1.0746 -1.7265
N -1.6055 -0.5257 -0.6460
C -2.9008 -0.4069 -0.9225
C -3.1290 -0.8497 -2.2348
C -1.9071 -1.2740 -2.7065
C -1.6016 -1.8500 -4.0415
C -3.9854 0.0311 0.0230
C -3.5402 -0.0657 1.4789
C -5.2090 -0.8802 -0.1676
C -4.3839 1.4743 -0.3052
C 0.2617 -2.0104 3.4256
C -0.6965 -0.8285 3.5754
C 1.6448 -1.6128 3.9579
C -0.2747 -3.1958 4.2418
H 1.0557 -5.6674 -0.3634
H 1.8410 -4.5054 -1.4437
H 0.1064 -4.7614 -1.5433
H 0.8778 -4.5931 2.1196
H 0.5327 -2.5520 -2.4139
H 4.0145 0.9579 -2.9039
H 2.8217 -0.5880 -4.7794
H 1.1042 -0.2494 -4.5584
H 1.7417 -1.8444 -4.1478
H 2.8952 3.1164 0.0710
H 4.1148 3.0843 -1.2030
H 4.6091 3.3099 0.4812
H 2.6939 1.1724 1.6988
H 4.3961 1.4250 2.1362
H 3.8312 -0.1721 1.5947
H 5.7447 1.1796 -1.3125
H 5.5168 -0.2535 -0.3122
H 6.1506 1.2347 0.4028
H -4.0569 -0.8730 -2.7698
H -2.5280 -2.0179 -4.5826
H -1.0762 -2.7951 -3.9410
H -0.9809 -1.1738 -4.6244
H -3.2935 -1.0961 1.7244
H -4.3490 0.2732 2.1250
H -2.6733 0.5601 1.6505
H -4.9269 -1.9242 -0.0447
H -5.6595 -0.7571 -1.1490
H -5.9574 -0.6318 0.5812
H -3.5503 2.1436 -0.1078
H -5.2245 1.7762 0.3174
H -4.6720 1.5699 -1.3518
H -0.4677 -0.0523 2.8414
H -0.6206 -0.4019 4.5737
H -1.7221 -1.1427 3.4203
H 2.0348 -0.7605 3.4027
H 2.3398 -2.4450 3.8649
H 1.5749 -1.3370 5.0094
H -1.1630 -3.6144 3.7729
H -0.5393 -2.8632 5.2418
H 0.4742 -3.9777 4.3289
C 0.6391 3.0267 3.2512
S -0.0809 2.8705 1.6020
O -0.5434 4.1844 1.2324
O 1.0237 2.3695 0.7635
O -1.1269 1.8413 1.6296
H 1.4207 3.7676 3.1515
H 1.0486 2.0645 3.5269
H -0.1137 3.3603 3.9508
Te -0.0807 1.9090 -1.9670
C -1.8798 3.0145 -2.2861
C -2.6909 2.6720 -3.3620
C -3.8259 3.4138 -3.6401
C -4.1586 4.4989 -2.8452
C -3.3638 4.8264 -1.7599
C -2.2311 4.0831 -1.4736
C 1.1203 3.6572 -2.2817
C 1.1177 4.7219 -1.3952
C 1.8492 5.8630 -1.6808
C 2.5942 5.9446 -2.8446
C 2.6150 4.8723 -3.7216
C 1.8826 3.7312 -3.4425
H -2.4252 1.8237 -3.9797
H -4.4502 3.1511 -4.4831
H -5.0440 5.0792 -3.0641
H -3.6255 5.6623 -1.1270
H -1.6438 4.3227 -0.5982
H 0.5659 4.6603 -0.4701
H 1.8292 6.6892 -0.9863
H 3.1630 6.8358 -3.0658
H 3.1977 4.9303 -4.6297
H 1.8933 2.8909 -4.1266
*
```

Formula: C15H18O2
Source: the Open Molecules 2025 dataset
Level of theory: ωB97M-V with the def2-TZVPD basis set

Summary:
structure (SMILES)	CCc1ccc(O)cc1.Cc1ccc(O)cc1
total energy	-732.737971	a.u.
ΔE to the lowest compared entry with this formula, charge and spin	80.5	kcal per mole

Geometry as ORCA input:
```
! RIJCOSX wB97M-V def2-TZVPD def2/J DEFGRID3
* xyz 0 1
C -1.1969 -1.4248 0.9141
C -1.8620 -1.1450 -0.4966
C -2.1998 0.2720 -0.4542
C -3.4929 0.7354 -0.8747
C -3.7938 2.0427 -0.5637
C -2.9239 2.8201 0.2623
O -3.3618 4.0920 0.8210
C -1.5582 2.5285 0.4950
C -1.2529 1.2542 -0.0639
H -0.4894 -2.1812 0.7577
H -2.0750 -1.7495 1.5833
H -0.7904 -0.6157 1.3620
H -1.1968 -1.2928 -1.2860
H -2.7207 -1.8296 -0.6435
H -4.2438 0.2137 -1.3309
H -4.8557 2.2609 -0.7521
H -4.2309 4.3801 0.4375
H -0.7270 3.2388 0.8101
H -0.3034 0.8240 0.1460
C 3.2082 -2.8796 1.4125
C 3.0059 -1.5737 0.6601
C 2.3459 -1.8402 -0.6213
C 2.0913 -0.8140 -1.4626
C 2.3845 0.5507 -1.1134
O 1.8890 1.4831 -2.0101
C 3.0130 0.8949 0.0287
C 3.2568 -0.2210 0.9792
H 3.3199 -2.7146 2.4242
H 4.0049 -3.3518 0.9584
H 2.1545 -3.3316 1.3043
H 1.8178 -2.7326 -0.8269
H 1.4782 -1.0829 -2.3265
H 2.3680 1.5506 -2.8163
H 3.3170 1.8682 0.2980
H 3.6204 -0.2290 1.9882
*
```